Formula: C18H20N2OS
Source: the Open Molecules 2025 dataset
Level of theory: the ωB97M-V functional and the def2-TZVPD basis

Last column: Löwdin charge in e.
Atoms and positions in Å:
1 O -1.23 1.70 0.32  0.063
2 C -0.63 0.69 0.05  -0.496
3 C -1.19 -0.44 -0.81  -0.115
4 C -2.68 -0.26 -1.08  -0.200
5 C -3.52 -0.46 0.19  -0.217
6 C -4.97 -0.31 -0.10  -0.545
7 C -5.76 0.77 0.12  -0.135
8 C -7.10 0.59 -0.32  -0.196
9 C -7.29 -0.63 -0.88  -0.428
10 S -5.86 -1.58 -0.88  1.015
11 N 0.63 0.44 0.49  0.059
12 C 1.42 1.42 1.20  -0.168
13 C 2.51 2.02 0.29  -0.121
14 C 3.44 0.96 -0.20  -0.201
15 C 3.44 0.36 -1.43  -0.056
16 N 4.41 -0.60 -1.49  0.077
17 C 5.07 -0.64 -0.29  -0.214
18 C 6.13 -1.44 0.13  -0.025
19 C 6.59 -1.26 1.41  -0.099
20 C 6.02 -0.31 2.26  -0.100
21 C 4.97 0.49 1.85  -0.028
22 C 4.48 0.32 0.55  -0.133
23 H -0.64 -0.43 -1.76  0.120
24 H -1.00 -1.39 -0.32  0.120
25 H -3.00 -0.98 -1.84  0.107
26 H -2.86 0.75 -1.46  0.122
27 H -3.22 0.28 0.93  0.115
28 H -3.32 -1.46 0.59  0.115
29 H -5.41 1.67 0.60  0.113
30 H -7.87 1.33 -0.22  0.098
31 H -8.19 -1.04 -1.30  0.055
32 H 1.13 -0.37 0.14  0.134
33 H 0.73 2.20 1.53  0.119
34 H 1.88 0.94 2.07  0.119
35 H 3.06 2.76 0.86  0.117
36 H 2.03 2.51 -0.56  0.120
37 H 2.81 0.56 -2.28  0.123
38 H 4.63 -1.16 -2.30  0.155
39 H 6.57 -2.17 -0.53  0.106
40 H 7.41 -1.86 1.78  0.098
41 H 6.41 -0.19 3.26  0.098
42 H 4.54 1.22 2.51  0.108

Energy above the lowest of the compared OMol25 structures with the same formula, charge and spin: 0.0 kcal/mol
Total energy: -34854.6052 eV
Frontier orbital gap: 8.73 eV
Structure (SMILES): O=C(CCCc1cccs1)NCCc1c[nH]c2ccccc12
E_HOMO: -8.14 eV

***

Formula: C18H20N4S
Source: the Open Molecules 2025 dataset
Level of theory: the ωB97M-V functional and the def2-TZVPD basis

Last column: Löwdin charge in e.
Atoms and positions in Å:
1 C -0.91 3.56 2.36  -0.054
2 C -1.87 2.98 1.34  -0.267
3 C -3.15 2.58 1.79  -0.058
4 C -4.12 2.14 0.87  -0.082
5 C -3.75 1.97 -0.46  -0.051
6 C -2.43 2.17 -0.86  -0.335
7 N -2.02 1.83 -2.13  0.082
8 C -1.06 0.95 -2.36  -0.524
9 S -0.52 0.76 -4.05  1.058
10 N 0.58 -0.41 -3.55  -0.423
11 C 1.64 -0.84 -4.48  -0.083
12 C 0.58 -0.64 -2.19  -0.370
13 N 1.52 -1.42 -1.69  0.137
14 C 1.81 -1.55 -0.36  -0.322
15 C 1.97 -0.41 0.47  -0.057
16 C 2.24 -0.53 1.84  -0.103
17 C 2.40 -1.78 2.42  -0.060
18 C 2.31 -2.96 1.60  -0.269
19 C 2.60 -4.30 2.21  -0.072
20 C 2.06 -2.83 0.22  0.011
21 N -0.44 0.02 -1.52  -0.024
22 C -1.09 -0.61 -0.35  0.016
23 C -1.51 2.73 0.02  -0.005
24 H -0.34 2.77 2.83  0.070
25 H -1.45 4.17 3.13  0.091
26 H -0.23 4.25 1.89  0.069
27 H -3.43 2.75 2.84  0.107
28 H -5.15 1.96 1.18  0.105
29 H -4.48 1.57 -1.15  0.110
30 H 1.24 -0.93 -5.48  0.074
31 H 2.09 -1.77 -4.18  0.073
32 H 2.46 -0.07 -4.48  0.097
33 H 1.81 0.58 0.00  0.115
34 H 2.35 0.35 2.48  0.101
35 H 2.61 -1.87 3.48  0.096
36 H 2.41 -4.27 3.30  0.080
37 H 1.96 -5.06 1.83  0.062
38 H 3.64 -4.61 2.04  0.092
39 H 1.96 -3.72 -0.40  0.110
40 H -0.76 -1.65 -0.23  0.101
41 H -0.84 -0.07 0.58  0.095
42 H -2.16 -0.64 -0.50  0.097
43 H -0.51 2.88 -0.31  0.112

Energy above the lowest of the compared OMol25 structures with the same formula, charge and spin: 25.2 kcal/mol
Total energy: -35785.3491 eV
Frontier orbital gap: 8.26 eV
Structure (SMILES): Cc1cccc(/N=c2/sn(C)/c(=N/c3cccc(C)c3)n2C)c1
E_HOMO: -7.64 eV

***

Formula: C18H21AlBN6O5S
Source: the Open Molecules 2025 dataset
Level of theory: the ωB97M-V functional and the def2-TZVPD basis

Last column: Löwdin charge in e.
Atoms and positions in Å:
1 Al -0.35 0.54 -0.45  -0.231
2 O -2.51 -2.58 0.92  0.224
3 C -1.87 -1.47 0.71  -0.399
4 O -1.62 -1.02 -0.40  0.130
5 C -1.43 -0.75 1.96  -0.029
6 O -0.99 0.50 1.49  -0.150
7 C -0.17 1.33 2.35  -0.007
8 C 0.55 2.33 1.44  -0.552
9 O 1.11 3.27 1.93  0.125
10 O 0.48 2.05 0.16  0.002
11 H -2.71 -3.01 0.06  0.173
12 H -2.26 -0.65 2.66  0.167
13 H -0.62 -1.32 2.43  0.166
14 H -0.81 1.85 3.06  0.152
15 H 0.56 0.71 2.87  0.154
16 B 3.61 -1.42 0.62  -0.360
17 C 2.08 -1.06 0.42  -0.093
18 N 1.03 -0.66 0.15  0.187
19 H 3.68 -2.46 1.22  0.018
20 H 4.05 -1.50 -0.52  0.023
21 H 4.07 -0.48 1.23  0.026
22 S 0.41 0.40 -2.70  0.837
23 C 1.85 1.31 -2.31  -0.734
24 N 1.98 2.62 -2.42  0.057
25 C 3.25 3.09 -1.85  -0.082
26 C 3.97 1.76 -1.51  -0.076
27 N 2.96 0.76 -1.87  0.067
28 H 1.20 3.20 -2.66  0.152
29 H 3.06 3.68 -0.96  0.124
30 H 3.79 3.69 -2.58  0.122
31 H 4.21 1.68 -0.45  0.122
32 H 4.87 1.62 -2.10  0.128
33 H 3.05 -0.23 -1.70  0.098
34 N -6.96 8.68 1.07  0.182
35 C -6.37 7.76 0.72  -0.166
36 C -5.63 6.60 0.28  -0.213
37 C -4.31 6.43 0.68  0.000
38 C -3.59 5.32 0.26  0.005
39 C -4.21 4.38 -0.54  -0.165
40 C -5.53 4.54 -0.95  0.005
41 C -6.24 5.65 -0.54  0.001
42 N -3.48 3.22 -0.96  0.017
43 C -3.77 2.40 -2.04  -0.001
44 C -2.83 1.42 -2.03  -0.075
45 N -1.98 1.62 -0.96  0.041
46 C -2.40 2.70 -0.35  -0.060
47 H -3.84 7.18 1.30  0.131
48 H -2.56 5.23 0.55  0.118
49 H -6.01 3.80 -1.56  0.115
50 H -7.26 5.78 -0.85  0.131
51 H -4.57 2.60 -2.72  0.129
52 H -2.70 0.61 -2.73  0.118
53 H -1.95 3.14 0.53  0.147

Energy above the lowest of the compared OMol25 structures with the same formula, charge and spin: 1.5 kcal/mol
Total energy: -56293.5905 eV
Frontier orbital gap: 9.34 eV
Net charge: +1
E_HOMO: -12.24 eV

***

Formula: C18H21AsF6N4O9P2RuS
Source: the Open Molecules 2025 dataset
Level of theory: the ωB97M-V functional and the def2-TZVPD basis

Last column: Löwdin spin population.
Atoms and positions in Å:
1 Ru 0.52 -0.27 0.94  1.043
2 N 3.77 0.39 3.83  0.000
3 C 3.31 -0.97 3.36  0.002
4 C 4.14 -2.08 3.99  0.001
5 P 1.51 -1.01 3.82  0.004
6 O 1.83 -0.28 5.26  0.000
7 O 0.81 -2.31 4.02  0.013
8 O 0.87 0.15 2.97  0.044
9 P 3.67 -0.86 1.54  0.004
10 O 3.60 -2.37 0.94  0.002
11 O 5.02 -0.26 1.64  -0.002
12 O 2.59 0.02 0.82  0.012
13 H 3.91 0.41 4.84  0.000
14 H 3.05 1.07 3.59  0.000
15 H 4.63 0.60 3.30  0.000
16 H 4.17 -1.96 5.10  0.000
17 H 5.16 -2.16 3.54  0.000
18 H 3.61 -3.03 3.77  0.000
19 H 1.10 -0.38 5.91  0.000
20 H 2.76 -2.42 0.45  0.001
21 C -5.02 -2.69 -4.15  0.045
22 C -3.63 -2.30 -3.74  0.201
23 C -2.73 -1.62 -4.55  0.003
24 C -1.45 -1.26 -4.16  0.183
25 C -1.00 -1.63 -2.88  0.179
26 C -1.82 -2.38 -2.07  0.015
27 C -3.13 -2.66 -2.48  0.297
28 S 0.68 -1.17 -2.25  0.004
29 O 1.17 -2.22 -1.38  0.004
30 O 1.43 -0.80 -3.44  0.007
31 N 0.44 0.06 -1.14  0.046
32 C 0.35 1.36 -1.60  -0.017
33 C 0.35 1.79 -2.97  0.225
34 C 0.26 3.18 -3.24  0.187
35 C 0.15 4.11 -2.22  0.027
36 C 0.17 3.73 -0.84  0.168
37 C 0.16 4.62 0.25  -0.010
38 C 0.17 4.14 1.54  0.129
39 C 0.19 2.73 1.80  0.189
40 N 0.33 1.87 0.75  0.021
41 C 0.25 2.34 -0.54  0.174
42 H -5.34 -2.11 -5.03  0.001
43 H -5.70 -2.44 -3.33  0.012
44 H -5.12 -3.77 -4.37  0.020
45 H -3.05 -1.31 -5.52  -0.003
46 H -0.82 -0.66 -4.81  0.007
47 H -1.47 -2.71 -1.13  -0.002
48 H -3.74 -3.14 -1.75  0.010
49 H 0.47 1.03 -3.74  0.010
50 H 0.30 3.57 -4.25  0.006
51 H 0.08 5.16 -2.50  -0.001
52 H 0.09 5.67 0.05  -0.003
53 H 0.15 4.82 2.38  0.005
54 H 0.19 2.30 2.80  0.006
55 F -1.72 0.14 1.56  0.005
56 As -3.42 0.76 0.62  0.001
57 F -4.87 1.35 -0.14  0.000
58 F -2.41 0.71 -0.85  0.000
59 F -2.81 2.35 0.86  0.003
60 F -3.68 -0.96 0.33  0.003
61 F -4.26 0.69 2.20  0.000
62 O -0.54 -2.88 1.07  0.294
63 N 0.28 -2.03 1.23  0.425

Energy above the lowest of the compared OMol25 structures with the same formula, charge and spin: 0.0 kcal/mol
Total energy: -152518.7991 eV
Frontier orbital gap (spin up / spin down): 7.34 / 3.75 eV
2S+1: 5
Net charge: +2
E_HOMO (spin up / spin down): -14.80 / -14.81 eV

***

Formula: C18H21BNO6
Source: the Open Molecules 2025 dataset
Level of theory: the ωB97M-V functional and the def2-TZVPD basis

Last column: Löwdin charge in e.
Atoms and positions in Å:
1 C 4.34 -0.16 1.79  -0.009
2 O 2.93 0.19 1.74  -0.122
3 C 1.91 -0.69 2.07  -0.211
4 C 0.82 -0.43 0.89  -0.127
5 C 0.27 -1.51 0.22  -0.030
6 C -0.89 -1.39 -0.60  -0.061
7 C -1.60 -0.19 -0.66  -0.085
8 C -0.98 0.91 -0.07  -0.085
9 C 0.28 0.82 0.50  -0.037
10 H 4.88 0.77 1.98  0.097
11 H 4.48 -0.83 2.65  0.083
12 H 4.68 -0.58 0.83  0.103
13 H 2.24 -1.76 1.94  0.147
14 H 0.72 -2.48 0.40  0.122
15 H -1.28 -2.28 -1.08  0.108
16 H -2.49 -0.10 -1.29  0.118
17 H -1.49 1.89 -0.06  0.118
18 H 0.86 1.74 0.64  0.142
19 C 3.26 0.41 6.67  0.020
20 C 2.85 -0.32 5.48  -0.252
21 C 3.20 -1.63 5.18  0.031
22 C 2.37 -1.99 4.13  0.059
23 C 1.69 -0.84 3.59  -0.147
24 B -0.24 -0.24 3.27  -0.545
25 N -1.49 0.11 4.10  -0.072
26 C -1.51 -0.23 5.57  0.059
27 C -1.73 1.58 3.87  0.043
28 C -0.41 2.04 3.42  -0.389
29 O 0.08 3.14 3.51  0.197
30 O 0.24 1.01 2.79  0.108
31 C -2.59 -0.72 3.40  0.042
32 C -1.91 -1.96 2.90  -0.389
33 O -2.36 -3.07 2.67  0.160
34 O -0.59 -1.60 2.69  0.112
35 O 1.95 0.17 4.59  0.079
36 H 3.47 -0.27 7.52  0.113
37 H 4.18 0.97 6.43  0.115
38 H 2.49 1.11 6.99  0.098
39 H 3.93 -2.30 5.61  0.137
40 H 2.35 -2.90 3.54  0.145
41 H -2.55 -0.20 5.92  0.114
42 H -1.11 -1.21 5.86  0.132
43 H -0.96 0.53 6.13  0.115
44 H -2.42 1.74 3.04  0.166
45 H -2.05 2.08 4.78  0.159
46 H -3.49 -0.96 4.00  0.165
47 H -2.91 -0.20 2.48  0.159

Energy above the lowest of the compared OMol25 structures with the same formula, charge and spin: 87.9 kcal/mol
Total energy: -33449.4044 eV
Frontier orbital gap: 7.28 eV
Net charge: +1
E_HOMO: -11.30 eV

***

Formula: C18H21BNO7S
Source: the Open Molecules 2025 dataset
Level of theory: the ωB97M-V functional and the def2-TZVPD basis

Last column: Löwdin charge in e.
Atoms and positions in Å:
1 C -5.90 5.10 -3.44  -0.055
2 C -5.37 4.16 -2.46  -0.361
3 C -5.88 3.70 -1.27  -0.059
4 C -4.91 2.79 -0.75  -0.043
5 C -3.87 2.74 -1.66  -0.077
6 B -2.42 2.04 -1.65  -0.937
7 O -1.45 3.16 -1.66  0.032
8 C -0.17 2.58 -1.60  -0.159
9 C -0.33 1.03 -1.52  -0.433
10 C 0.97 0.34 -1.43  -0.093
11 C -1.12 0.54 -2.80  -0.155
12 O -2.36 1.17 -2.84  0.032
13 C -1.20 0.67 -0.26  -0.157
14 O -2.44 1.30 -0.37  0.017
15 O -4.14 3.58 -2.70  0.075
16 H -6.88 5.44 -3.10  0.075
17 H -5.25 5.98 -3.54  0.077
18 H -6.02 4.64 -4.43  0.077
19 H -6.82 3.99 -0.82  0.090
20 H -4.96 2.26 0.18  0.092
21 H 0.41 2.84 -2.51  0.127
22 H 0.37 2.95 -0.71  0.126
23 H 0.70 -0.71 -1.28  0.074
24 H 1.53 0.49 -2.36  0.102
25 H 1.55 0.67 -0.56  0.096
26 H -0.54 0.80 -3.71  0.128
27 H -1.26 -0.56 -2.75  0.128
28 H -1.35 -0.43 -0.21  0.126
29 H -0.68 1.00 0.66  0.126
30 C 2.88 -4.69 5.69  -0.052
31 C 3.27 -4.04 4.39  -0.267
32 C 2.97 -2.70 4.17  -0.030
33 C 3.32 -2.08 2.97  -0.044
34 C 3.93 -2.82 1.96  -0.280
35 S 4.38 -2.03 0.41  0.757
36 N 2.73 -1.54 -0.38  0.036
37 C 2.59 -1.63 -1.60  -0.413
38 O 2.60 -1.80 -2.78  0.166
39 O 5.01 -0.78 0.72  -0.285
40 O 5.01 -3.00 -0.45  -0.297
41 C 4.28 -4.15 2.18  -0.048
42 C 3.94 -4.75 3.39  -0.033
43 H 3.19 -5.74 5.71  0.074
44 H 3.34 -4.18 6.54  0.085
45 H 1.79 -4.66 5.84  0.088
46 H 2.47 -2.13 4.95  0.123
47 H 3.09 -1.02 2.81  0.125
48 H 4.80 -4.71 1.41  0.114
49 H 4.20 -5.80 3.58  0.115

Energy above the lowest of the compared OMol25 structures with the same formula, charge and spin: 0.0 kcal/mol
Total energy: -46342.7263 eV
Frontier orbital gap: 5.25 eV
Net charge: -1
E_HOMO: -3.87 eV

***

Question: The highest energy above the lowest of the compared OMol25 structures with the same formula, charge and spin belongs to which entry?
Answer: C18H21BNO6